(1)
DFT (ωB97M-V with the def2-TZVPD basis set) results for a 10-piece molecular cluster, C41H62BN9O overall at a distorted geometry.

Computed properties:
spin multiplicity	1
orbital gap	3.47	eV
M	707.82	u
HOMO energy	-6.713	eV
lowest unoccupied orbital energy	-3.24	eV
electronic energy	-2191.28147	a.u.

Geometry as XYZ:
```
114
Properties=species:S:1:pos:R:3:forces:R:3:mulliken_charge:R:1
C 25.4193 27.5288 39.4287 3.180 0.583 6.497 -2.19
C 24.9584 26.1423 39.7921 1.032 -0.563 1.753 1.51
C 23.5561 26.3928 40.4728 -0.630 -2.206 -0.221 -0.29
C 22.4557 26.9314 39.5230 -1.825 -4.115 1.073 -1.00
C 22.5092 26.5602 38.1003 5.147 -2.868 -0.404 -1.90
C 23.4818 25.2670 37.8309 -2.256 1.099 -2.916 2.24
N 24.8357 25.3972 38.5008 2.482 -3.866 -0.538 0.98
O 25.8418 24.6949 38.1530 -4.913 3.278 0.619 -0.39
C 23.5782 25.1502 36.2897 3.290 -3.262 0.815 -1.74
C 22.7690 23.9102 38.2046 7.143 1.747 3.615 -1.95
C 26.0473 25.3475 40.6107 -3.090 -0.963 4.576 -1.02
H 26.4024 27.6203 39.0362 1.735 -0.546 0.579 0.47
H 25.3254 28.2657 40.3667 -0.275 -1.406 -2.716 0.07
H 25.0231 27.6554 38.5775 -4.454 2.912 -5.819 0.98
H 23.6284 27.2151 41.1696 0.711 -0.285 0.596 -0.01
H 23.2693 25.4351 41.0192 0.154 1.194 -0.611 0.37
H 22.6929 27.8546 39.3067 0.420 5.765 0.902 0.69
H 21.3822 26.7551 39.8449 1.515 0.579 0.412 -0.58
H 22.8987 27.3460 37.4719 -0.040 0.359 -0.222 0.72
H 21.6735 26.1877 37.6858 -3.257 -0.882 -1.391 0.99
H 24.2208 24.2996 35.8425 -0.305 0.928 1.506 0.09
H 23.9588 25.9534 35.8191 1.522 3.309 -1.143 1.26
H 22.7763 24.9149 35.6906 -2.948 -0.368 -0.016 -0.35
H 21.8908 23.7416 37.7929 -3.592 -0.796 -2.865 0.44
H 22.6085 23.9690 39.2511 -0.363 -0.247 1.335 0.55
H 23.6891 23.2837 38.1105 -1.602 -0.815 -0.446 0.40
H 27.0336 25.2887 40.2283 0.607 0.195 -0.453 0.67
H 25.6604 24.3291 40.9797 0.386 0.640 -1.765 -0.02
H 26.0663 25.6222 41.7742 0.231 0.870 -2.657 -0.23
B 23.9780 31.2926 39.2998 2.086 -0.916 -0.508 0.28
H 23.4117 32.1955 38.8189 0.006 1.291 -0.446 -0.18
H 23.4751 30.3658 38.7712 -0.491 -1.406 -0.652 -0.35
H 25.3051 31.1295 39.1138 -1.443 0.526 0.149 -0.25
H 23.7167 31.1875 40.4321 -0.142 -0.006 1.589 -0.33
N 23.8457 28.9980 45.1055 0.905 -1.906 7.902 -0.17
C 23.8444 29.5401 43.9384 -1.456 -0.333 -5.718 -0.71
C 22.6756 28.9252 43.1466 2.901 0.738 2.398 -0.13
C 22.0478 28.0279 44.0868 0.935 1.100 0.936 -0.14
C 22.8380 28.0546 45.3972 -2.631 -1.420 -2.330 -0.71
H 24.4771 29.3204 45.9953 -1.805 -0.979 -3.345 0.29
H 24.8233 29.9826 43.5773 -1.872 0.090 0.329 0.45
H 22.5178 29.1085 42.0358 -0.016 -0.090 1.844 0.58
H 21.0196 27.6142 43.7971 1.887 0.080 1.092 0.30
H 22.6574 27.2623 46.3870 0.950 3.203 -3.075 0.24
N 17.3399 24.4722 39.6057 -0.077 -0.942 -8.197 -0.01
C 16.4280 23.8925 38.5929 2.518 0.511 -0.266 -0.45
C 17.0205 23.8354 37.2557 1.860 2.523 4.728 -0.99
C 18.3420 24.6159 37.4467 -7.406 -2.445 8.856 -1.07
C 18.4226 24.9510 38.9571 1.838 -0.304 -5.409 -0.13
H 17.1213 24.5558 40.5093 -0.886 0.596 4.125 0.26
H 15.4655 23.7366 39.0471 -0.286 -0.668 -0.584 0.37
H 16.6472 23.3316 36.3554 0.030 0.552 0.642 0.36
H 18.9914 24.7648 36.7579 4.385 1.162 -4.174 1.39
H 19.3496 25.5142 39.3016 -1.829 -0.980 0.307 0.29
N 16.9053 25.7636 42.6933 8.332 0.398 0.681 -0.04
C 18.1129 25.0344 43.3140 2.338 6.502 -5.231 -0.87
C 19.3788 25.7719 42.8188 -11.580 1.701 -0.592 -0.43
C 18.7688 27.0211 42.0668 -3.504 -6.454 3.629 -0.39
C 17.3219 26.9508 42.0767 3.022 -0.212 0.263 -0.82
H 16.0290 25.5231 42.8929 -4.177 -0.916 1.062 0.11
H 18.1194 24.1705 43.8659 -0.774 -1.917 1.042 0.40
H 20.3150 25.4407 42.9131 3.482 -0.946 0.496 0.86
H 19.4163 27.6557 41.6725 2.111 3.231 -1.880 0.84
H 16.6322 27.7633 41.7104 0.714 -1.445 0.441 0.32
N 26.0716 27.4123 43.8461 0.902 -3.442 1.076 0.19
C 26.5004 26.1202 44.2953 4.208 2.208 -3.940 -0.70
C 27.8480 25.9261 43.6219 -0.895 -0.413 -0.356 -0.34
C 28.2366 27.1226 42.7682 -7.241 -0.506 4.393 -0.79
C 26.9610 27.9617 43.0284 3.730 1.435 -1.736 -0.06
H 25.1753 27.7708 44.1680 0.448 0.218 -0.497 0.28
H 25.7955 25.4522 44.7151 -0.192 -0.522 0.519 0.41
H 28.4226 24.8665 43.6116 -1.425 2.841 0.287 0.24
H 29.0623 27.4513 42.1814 0.374 -0.215 -0.103 0.44
H 26.7951 29.0582 42.7345 0.338 -1.908 0.214 0.32
N 26.2322 21.2121 41.7362 -4.537 -1.035 -3.314 0.02
C 24.9786 21.3584 42.3078 -2.686 0.566 1.018 -0.68
C 23.9034 21.4570 41.3055 1.787 -1.271 0.597 -0.12
C 24.5383 21.1173 40.0083 2.547 -0.273 3.488 -0.08
C 25.9528 20.8831 40.3606 -1.696 1.208 -0.547 -0.81
H 27.0340 20.9238 42.2256 0.898 -0.326 0.479 0.24
H 24.8391 21.2355 43.4703 0.398 0.754 -2.633 0.28
H 22.7459 21.5227 41.4496 2.649 0.000 0.074 0.32
H 23.9574 20.9279 39.0853 1.012 0.206 0.595 0.48
H 26.7813 20.5791 39.7181 -0.376 0.298 0.198 0.38
N 23.1758 22.9703 32.9693 0.104 -2.318 2.056 -0.04
C 21.9718 22.9376 33.6427 2.562 -3.277 5.533 -0.93
C 22.0654 22.1845 35.0196 6.178 1.476 -7.433 -0.59
C 23.5268 21.6927 34.9261 -3.827 5.033 -6.499 -0.66
C 24.1711 22.1700 33.6974 -2.095 0.603 0.246 -0.41
H 23.2049 23.1674 31.9581 0.164 -0.136 1.055 0.31
H 21.1001 23.2434 33.2284 -2.297 1.248 -1.301 0.67
H 21.4725 21.9984 35.8482 -1.498 -0.021 0.923 0.68
H 24.0588 21.2827 35.6262 2.705 -2.596 3.947 0.69
H 25.2064 22.0888 33.1789 -2.052 -0.014 1.498 0.32
N 27.4724 26.6342 34.0778 -3.250 0.645 -1.518 -0.02
C 26.4953 25.6393 34.1773 -1.029 -0.029 -1.859 -0.41
C 25.4045 25.9724 33.1240 6.358 3.368 1.184 -0.21
C 25.9341 27.2653 32.4360 0.602 -0.055 3.594 -0.74
C 27.1686 27.6944 33.2849 -3.281 -0.333 -4.357 -0.23
H 28.2003 26.8083 34.6739 1.991 -0.399 2.081 0.20
H 26.8240 24.7679 34.9221 -1.485 1.897 -2.041 0.30
H 24.5480 25.4929 32.7342 -0.576 -0.855 0.312 0.58
H 25.3059 27.9466 31.6598 1.865 -1.866 2.123 0.25
H 27.8097 28.6628 33.1440 -1.236 -2.378 0.517 0.30
N 19.6287 28.6846 35.3742 -2.712 2.178 0.963 0.08
C 20.7153 29.1656 34.8041 3.831 1.129 -2.310 -0.76
C 21.7047 28.1076 34.5370 -4.048 -0.315 0.124 -0.41
C 20.9149 26.8846 34.8624 -1.365 -0.691 1.530 0.28
C 19.6426 27.3640 35.4950 0.904 -2.790 -0.971 -0.63
H 18.7839 29.2854 35.6970 2.360 -1.471 -0.932 0.31
H 20.6945 30.2217 34.3792 0.416 -1.537 1.132 0.31
H 22.6517 28.1823 33.9515 -1.078 0.000 0.815 0.43
H 21.1540 25.6691 34.7670 -0.511 3.816 0.234 0.05
H 18.6449 26.9787 35.9009 2.120 -0.328 -0.652 0.34
```
Positions in Å, forces in eV/Å.

(2)
DFT (ωB97M-V with the def2-TZVPD basis set) results for a 3-piece molecular cluster, C17H36BN2O overall at a distorted geometry.

Computed properties:
spin multiplicity	1
orbital gap	8.42	eV
M	295.30	u
HOMO energy	-12.878	eV
net charge	+1
lowest unoccupied orbital energy	-4.46	eV
electronic energy	-878.81257	a.u.

Geometry as XYZ:
```
57
Properties=species:S:1:pos:R:3:forces:R:3:mulliken_charge:R:1
N 2.6317 -2.7713 -1.3602 -0.386 1.272 -1.166 -0.46
B 1.8177 -2.2975 -2.4603 0.122 -0.051 0.290 0.41
O 2.2445 -2.1528 -3.7513 -0.044 0.039 0.768 -0.50
C 0.3078 -1.9033 -2.0633 1.352 -0.070 -0.709 0.16
C -0.1317 -0.5805 -1.9525 -0.724 -0.749 0.128 -0.23
C -1.4620 -0.3687 -1.5647 1.428 0.960 -0.299 -0.36
C -2.2567 -1.4436 -1.3053 -1.184 0.676 0.333 -0.40
N -1.8035 -2.6903 -1.4293 0.008 -0.444 0.059 0.06
C -0.5412 -2.9503 -1.8023 -0.172 0.044 0.110 -0.50
H 2.5221 -2.0584 -0.6392 0.284 -0.693 0.535 0.18
H 3.6094 -2.8735 -1.6171 0.009 -0.143 0.433 0.21
H 3.2116 -2.1668 -3.7323 -0.085 -0.156 -0.555 0.32
H 0.5420 0.2478 -2.1604 -0.191 -0.122 0.029 0.44
H -1.7936 0.6615 -1.4612 -0.381 -0.369 0.058 0.49
H -3.2825 -1.2725 -0.9871 0.155 -0.447 -0.058 0.42
H -2.4213 -3.4651 -1.2088 0.004 0.103 -0.064 0.29
H -0.2352 -3.9911 -1.8814 -0.186 0.204 0.104 0.43
C 5.3420 -2.7737 5.1726 -0.102 -0.075 0.063 -1.19
C 4.7119 -3.9381 4.4148 0.120 0.072 -0.002 -0.40
C 4.7708 -3.7766 2.8965 -0.046 -0.115 -0.049 -0.79
C 4.0139 -2.5681 2.3433 0.035 0.087 0.081 -0.35
C 2.5267 -2.5188 2.6935 -0.001 -0.032 -0.185 -0.46
C 1.7339 -3.6959 2.1324 -0.123 0.085 0.105 -1.01
H 4.8187 -1.8351 4.9811 0.037 0.014 0.004 0.28
H 5.3045 -2.9559 6.2473 0.033 0.048 -0.009 0.38
H 6.3892 -2.6475 4.8908 -0.018 0.039 -0.015 0.30
H 3.6777 -4.0737 4.7443 0.000 -0.021 -0.027 0.23
H 5.2405 -4.8559 4.6839 -0.056 -0.016 -0.017 0.37
H 4.3918 -4.6906 2.4293 0.000 0.019 -0.016 0.32
H 5.8180 -3.6975 2.5885 -0.006 0.003 0.022 0.40
H 4.1233 -2.5632 1.2522 -0.003 -0.014 0.001 0.07
H 4.4887 -1.6481 2.6950 0.007 -0.014 -0.001 0.37
H 2.1073 -1.5906 2.2891 0.005 0.031 0.078 0.33
H 2.3913 -2.4674 3.7762 0.033 0.023 -0.012 0.33
H 1.8217 -3.7407 1.0441 0.053 -0.086 0.012 0.17
H 0.6750 -3.5926 2.3818 0.005 -0.058 0.002 0.36
H 2.0764 -4.6462 2.5429 -0.008 -0.003 -0.037 0.31
C -5.1299 2.6865 -2.0303 -0.112 0.025 0.065 -1.10
C -5.1304 4.1106 -2.5745 0.087 -0.071 -0.089 -0.41
C -3.7307 4.6413 -2.8814 -0.001 0.063 -0.010 -0.70
C -2.7953 4.7439 -1.6746 -0.013 -0.065 0.010 -0.18
C -3.3084 5.6134 -0.5275 0.109 0.070 -0.020 -0.47
C -3.5090 7.0735 -0.9191 -0.081 -0.048 0.087 -1.21
H -4.5987 2.6194 -1.0779 0.001 -0.006 -0.005 0.25
H -6.1518 2.3435 -1.8613 0.040 -0.060 0.009 0.40
H -4.6582 2.0006 -2.7404 0.019 0.005 0.007 0.25
H -5.6439 4.7711 -1.8715 0.025 0.009 -0.006 0.26
H -5.7170 4.1311 -3.4964 -0.013 0.036 0.029 0.36
H -3.8221 5.6214 -3.3562 0.024 -0.005 0.018 0.32
H -3.2609 3.9916 -3.6282 -0.029 0.004 -0.014 0.37
H -1.8335 5.1397 -2.0169 -0.009 0.011 0.019 0.39
H -2.5854 3.7396 -1.2887 -0.006 -0.007 -0.006 -0.11
H -2.5833 5.5686 0.2900 -0.038 -0.036 0.012 0.38
H -4.2428 5.2078 -0.1292 0.013 -0.028 -0.019 0.24
H -2.5764 7.5112 -1.2810 -0.024 0.002 -0.032 0.30
H -3.8409 7.6553 -0.0583 0.014 0.036 -0.041 0.38
H -4.2639 7.1826 -1.6993 0.024 0.023 -0.006 0.28
```
Positions in Å, forces in eV/Å.

(3)
DFT (ωB97M-V with the def2-TZVPD basis set) results for a 2-piece molecular cluster, CH6FN2OP overall at a distorted geometry.

Computed properties:
spin multiplicity	1
orbital gap (alpha / beta)	9.25 / 6.83	eV
M	112.04	u
HOMO energy (alpha / beta)	-10.461 / -8.491	eV
lowest unoccupied orbital energy (alpha / beta)	-1.21 / -1.66	eV
electronic energy	-667.55297	a.u.

Geometry as XYZ:
```
12
Properties=species:S:1:pos:R:3:forces:R:3:mulliken_charge:R:1
C -1.3631 1.2891 1.2053 -2.029 2.394 0.919 -0.55
N 2.2821 -0.1816 -0.0310 -0.685 0.666 0.232 -0.54
N 0.4135 -2.0885 -0.9775 0.164 0.454 -0.959 -0.53
O -1.6551 0.4072 0.2127 0.498 0.497 -0.279 -0.38
F 1.0597 0.0954 -2.4421 -0.557 -1.611 2.719 -0.38
P 0.9521 -0.5071 -0.7837 -0.264 1.749 -2.125 0.70
H -0.9225 0.8361 2.0418 0.696 -0.928 1.400 0.31
H -2.3648 1.8289 1.7003 1.768 -1.551 -1.496 0.24
H -0.7664 2.2116 1.0074 -0.281 -0.595 -0.771 0.26
H 2.3922 0.8532 0.1685 -0.123 -1.640 -0.393 0.28
H 0.0575 -2.2858 -1.9658 0.407 0.167 2.271 0.29
H -0.0854 -2.4585 -0.1359 0.405 0.396 -1.518 0.30
```
Positions in Å, forces in eV/Å.

(4)
DFT (ωB97M-V with the def2-TZVPD basis set) results for C24H19AsZr as an isolated structure at a distorted geometry.

Computed properties:
spin multiplicity	1
orbital gap (alpha / beta)	4.39 / 4.39	eV
M	473.56	u
HOMO energy (alpha / beta)	-20.654 / -20.654	eV
net charge	+4
lowest unoccupied orbital energy (alpha / beta)	-16.26 / -16.26	eV
electronic energy	-3207.04236	a.u.

Geometry as XYZ:
```
45
Properties=species:S:1:pos:R:3:forces:R:3:mulliken_charge:R:1
Zr -0.4479 -0.5081 -0.0510 -1.651 0.212 -0.356 0.81
C 0.4458 1.9069 0.2526 0.621 0.193 0.006 -0.30
C 1.4537 1.1067 -0.3320 0.442 0.754 0.516 -0.47
C 1.9446 -0.0303 0.3609 0.399 0.081 0.359 -0.65
C 1.4062 -0.3762 1.6242 0.772 0.751 0.387 -0.16
C 0.3604 0.3962 2.1827 0.451 0.125 0.291 -0.49
C -0.1137 1.5407 1.5004 0.309 0.331 0.270 -0.30
H 0.2139 2.8908 -0.1732 -0.179 -0.485 -0.085 0.54
H 1.9837 1.4709 -1.2184 -0.310 -0.281 0.027 0.61
H 2.8503 -0.5265 0.0064 -0.288 -0.111 -0.091 0.62
H 1.9226 -1.1085 2.2496 -0.311 -0.189 -0.288 0.58
H 0.0495 0.2230 3.2175 -0.083 -0.136 -0.381 0.55
H -0.7818 2.2400 2.0183 0.036 -0.382 -0.305 0.54
C -7.7302 0.2745 -0.0606 -0.688 0.075 0.042 -0.54
C -7.0928 -0.7431 0.6236 0.387 -0.110 -0.012 -0.71
C -5.7000 -0.7679 0.6990 0.624 -0.369 0.463 -0.15
C -5.0050 0.2361 0.0453 -0.548 0.395 -0.063 0.99
C -5.6237 1.2704 -0.6487 0.694 0.429 -0.081 -0.48
C -7.0151 1.2636 -0.7122 0.397 -0.008 -0.120 -0.73
As -2.9456 0.4475 0.2934 -0.399 -1.170 -0.481 0.43
C -2.2426 -0.2693 -1.4867 0.024 -0.617 -0.014 0.09
C -2.1850 0.4425 -2.6989 -0.272 0.227 0.288 -0.58
C -2.0738 -0.2601 -3.8967 -0.083 -0.242 -0.144 -0.83
C -2.0686 -1.6568 -3.9024 -0.016 0.320 -0.156 -0.82
C -2.0689 -2.3895 -2.7175 0.173 -0.001 0.512 -0.67
C -2.1012 -1.7133 -1.4917 -0.376 0.249 0.179 1.47
C -2.0752 -2.3180 -0.1208 -0.653 -0.207 0.144 0.76
C -1.8073 -3.6602 0.2061 0.024 0.558 -0.575 -0.70
C -1.8215 -4.0664 1.5371 -0.041 0.191 0.498 -0.86
C -2.0726 -3.1561 2.5667 -0.081 -0.251 -0.121 -0.85
C -2.3575 -1.8228 2.2813 -0.290 0.234 0.098 -0.80
C -2.3831 -1.3843 0.9454 0.168 -0.190 -0.656 0.69
H -8.8185 0.3181 -0.0584 0.202 -0.058 -0.073 0.44
H -7.6567 -1.5277 1.1156 0.051 0.054 -0.009 0.44
H -5.2088 -1.5471 1.2732 -0.091 0.058 -0.079 0.38
H -5.0607 2.0745 -1.1223 -0.198 -0.127 0.093 0.35
H -7.5175 2.0459 -1.2679 0.023 0.010 0.044 0.44
H -2.3287 1.5242 -2.7163 0.191 -0.199 -0.007 0.55
H -2.0596 0.2770 -4.8372 0.015 0.031 -0.009 0.54
H -2.0870 -2.1851 -4.8469 0.060 -0.021 -0.068 0.50
H -2.1066 -3.4720 -2.7578 0.120 -0.017 0.004 0.53
H -1.6392 -4.3980 -0.5706 0.088 0.033 -0.028 0.54
H -1.6526 -5.1074 1.7772 0.048 -0.092 0.013 0.52
H -2.0898 -3.5040 3.5916 0.008 0.018 0.061 0.57
H -2.6576 -1.1507 3.0864 0.232 -0.067 -0.096 0.61
```
Positions in Å, forces in eV/Å.